*i*
Density functional theory data (ωB97M-V/def2-TZVPD) for a cluster of 4 separate species, CH10NO3 in total.

The geometry in XYZ format:
```
15
Properties=species:S:1:pos:R:3
C 0.068 -1.775 0.957
N 0.009 -0.600 0.382
H 1.043 -2.048 1.333
H -0.830 -2.185 1.379
H -0.709 0.106 0.620
H 0.704 -0.887 -0.514
H -3.340 0.027 1.118
H -2.640 1.418 1.729
O -2.484 0.623 1.092
H 1.210 -0.023 -2.197
H 2.311 -0.998 -2.143
O 1.525 -0.832 -1.728
H 0.378 2.910 -0.778
H 1.859 2.225 -0.666
O 0.897 2.039 -0.583
```

Charge: +1
Frontier orbital gap in eV: 10.3
Highest occupied orbital energy in eV: -15.26

---

*ii*
Density functional theory data (ωB97M-V/def2-TZVPD) for a cluster of 4 separate species, CH10NO3 in total.

The geometry in XYZ format:
```
15
Properties=species:S:1:pos:R:3
C -1.543 -1.886 -1.757
N -0.214 -1.977 -1.825
H -2.085 -2.323 -0.834
H -2.034 -1.353 -2.580
H 0.460 -1.195 -1.403
H 0.025 -2.925 -1.714
H 0.744 1.442 1.740
H 1.742 0.341 2.457
O 1.549 0.811 1.563
H -0.974 3.161 1.472
H -1.057 2.837 2.937
O -1.055 2.453 2.065
H 1.703 0.252 0.097
H 1.418 0.544 -1.416
O 1.320 -0.184 -0.803
```

Charge: +1
Frontier orbital gap in eV: 9.0
Highest occupied orbital energy in eV: -15.31

---

It is *i* that is the most stable of them.

---

*i*
Density functional theory data (ωB97M-V/def2-TZVPD) for the molecule C2H3BrO3S.

The geometry in XYZ format:
```
10
Properties=species:S:1:pos:R:3
C 0.341 -0.058 0.843
C -0.474 -1.145 0.288
O 1.176 1.637 -1.454
O -0.207 1.193 0.690
O -1.074 0.688 -1.620
S -0.208 1.722 -1.034
Br 0.254 -2.630 -0.463
H 0.364 -0.202 1.942
H 1.379 -0.116 0.493
H -1.551 -1.089 0.314
```

Charge: 0
Frontier orbital gap (alpha / beta) in eV: 6.1 / 6.1
Highest occupied orbital energy (alpha / beta) in eV: -8.96 / -8.96

---

*ii*
Density functional theory data (ωB97M-V/def2-TZVPD) for a cluster of 2 separate species, C2H3BrO3S in total.

The geometry in XYZ format:
```
10
Properties=species:S:1:pos:R:3
O 1.838 -0.765 0.169
S 0.453 -0.924 0.421
O -0.407 -1.323 -0.623
O -0.004 0.330 1.289
Br 0.222 -2.501 1.915
H 0.567 0.625 2.007
C -1.175 1.309 -1.069
C -0.119 0.945 -1.518
H -2.109 1.931 -0.869
H 0.735 0.372 -1.720
```

Charge: 0
Frontier orbital gap in eV: 10.0
SMILES: O=S(=O)(O)Br.C#C
Highest occupied orbital energy in eV: -10.16

---

It is *i* that is the most stable of them.

---

*i*
Density functional theory data (ωB97M-V/def2-TZVPD) for the ion C2H3O3S2 with charge -1.

The geometry in XYZ format:
```
10
Properties=species:S:1:pos:R:3
C 2.109 -0.263 -0.248
C 0.941 -0.204 0.331
S -0.662 -1.455 -0.119
S -1.896 0.281 -0.019
O -1.369 1.131 -1.073
O -1.675 0.790 1.327
O -3.225 -0.247 -0.254
H 2.866 0.465 0.010
H 2.375 -1.003 -0.982
H 0.537 0.505 1.028
```

Charge: -1
Frontier orbital gap in eV: 8.4
SMILES: C=CSS(=O)(=O)[O-]
Highest occupied orbital energy in eV: -4.88

---

*ii*
Density functional theory data (ωB97M-V/def2-TZVPD) for the ion C2H3O3S2 with charge -1.

The geometry in XYZ format:
```
10
Properties=species:S:1:pos:R:3
C -0.519 -0.401 -0.105
C 0.013 -1.035 -1.226
O -1.049 -1.321 0.846
O 0.000 -2.322 -1.279
O 1.866 1.366 1.359
S -1.053 1.231 -0.079
S 0.606 2.164 1.505
H 0.370 -0.516 -2.040
H -0.823 -2.200 0.520
H 0.590 3.034 0.499
```

Charge: -1
Frontier orbital gap (alpha / beta) in eV: 6.1 / 6.1
Highest occupied orbital energy (alpha / beta) in eV: -2.92 / -2.93

---

It is *i* that is the most stable of them.

---

*i*
Density functional theory data (ωB97M-V/def2-TZVPD) for the molecule C23H27N3O5S.

The geometry in XYZ format:
```
59
Properties=species:S:1:pos:R:3
C -1.503 -4.162 1.688
C -2.178 -2.849 1.321
O -2.043 -1.873 2.362
C -0.889 -1.231 2.439
O 0.074 -1.441 1.744
C -0.888 -0.257 3.604
S 0.178 1.141 3.183
C -0.536 1.505 1.619
N -1.586 0.829 1.313
C -2.238 1.128 0.149
C -3.424 0.458 -0.167
C -4.117 0.801 -1.304
C -3.646 1.802 -2.153
C -2.473 2.459 -1.861
C -1.758 2.132 -0.707
C -0.532 2.844 -0.371
O -0.017 3.709 -1.046
N 0.036 2.472 0.861
C 1.242 3.157 1.291
C 2.499 2.299 1.148
C 2.744 1.838 -0.287
C 4.080 1.108 -0.430
C 4.063 -0.310 0.157
C 3.326 -1.241 -0.789
O 3.808 -1.611 -1.841
N 2.098 -1.623 -0.378
C 1.252 -2.451 -1.206
C 0.214 -1.649 -1.924
C 0.316 -0.523 -2.685
C -0.993 -0.232 -3.141
C -1.793 -1.199 -2.623
O -1.074 -2.060 -1.876
H -1.916 -4.555 2.614
H -0.433 -4.013 1.815
H -1.665 -4.884 0.893
H -3.255 -2.984 1.205
H -1.753 -2.444 0.397
H -1.897 0.085 3.822
H -0.443 -0.725 4.483
H -3.780 -0.306 0.506
H -5.041 0.294 -1.541
H -4.206 2.059 -3.039
H -2.084 3.239 -2.498
H 1.324 4.044 0.657
H 1.114 3.462 2.334
H 3.343 2.906 1.483
H 2.427 1.438 1.813
H 1.934 1.181 -0.612
H 2.741 2.711 -0.943
H 4.341 1.028 -1.486
H 4.859 1.695 0.062
H 5.091 -0.669 0.231
H 3.614 -0.321 1.149
H 1.690 -1.280 0.479
H 0.758 -3.209 -0.592
H 1.912 -2.937 -1.934
H 1.214 0.018 -2.904
H -1.287 0.582 -3.771
H -2.845 -1.386 -2.706
```

Charge: 0
Frontier orbital gap in eV: 8.7
SMILES: CCOC(=O)CSc1nc2ccccc2c(=O)n1CCCCCC(=O)NCc1ccco1
Highest occupied orbital energy in eV: -8.30

---

*ii*
Density functional theory data (ωB97M-V/def2-TZVPD) for a structure of composition C23H27N3O5S.

The geometry in XYZ format:
```
59
Properties=species:S:1:pos:R:3
C -4.742 3.148 0.471
H -4.947 4.152 0.142
H -5.421 2.552 0.053
H -4.600 3.039 1.435
C -3.462 2.642 -0.483
N -3.084 1.385 0.026
C -2.109 1.175 1.033
O -1.525 2.276 1.298
C -1.600 -0.112 0.959
H -2.379 -0.843 1.014
C -0.885 -0.140 2.412
C 0.425 0.464 2.320
N 1.382 -0.192 1.184
S 2.193 -1.374 1.455
O 2.474 -1.700 2.670
O 1.468 -2.564 0.816
C 3.716 -1.190 0.601
C 4.017 -1.787 -0.500
C 5.323 -1.314 -1.332
C 5.950 -0.332 -0.651
C 5.540 0.324 0.290
C 4.313 0.115 1.218
H 4.107 0.656 2.003
O 6.448 1.345 0.818
C 7.482 1.388 -0.548
O 8.531 1.948 -0.377
N 7.171 0.008 -1.177
C 8.008 -0.017 -2.333
H 8.226 -1.249 -2.093
H 8.868 0.446 -2.243
H 7.419 0.045 -3.280
H 5.487 -1.993 -2.273
H 3.444 -2.497 -0.888
C 0.704 0.084 -0.006
C -0.640 -0.594 -0.094
H -1.030 -0.109 -1.023
H -0.380 -1.593 -0.212
H 1.419 -0.113 -0.488
H 0.559 1.335 -0.078
H 0.963 0.224 3.419
H 0.467 1.373 2.545
H -1.582 0.113 3.448
H -0.762 -1.452 2.572
C -3.814 0.282 -0.610
C -4.777 -0.260 0.035
C -5.267 -1.391 -0.498
C -5.176 -1.679 -1.802
C -4.236 -0.969 -2.555
C -3.593 0.269 -2.099
H -3.056 0.832 -2.528
H -4.228 -0.969 -3.697
H -5.813 -2.305 -2.371
C -6.191 -2.084 0.227
H -5.829 -3.153 0.743
H -7.139 -2.479 -0.143
H -6.653 -1.510 1.425
H -4.815 -0.169 1.091
H -2.781 3.509 0.050
H -3.591 3.004 -1.391
```

Charge: 0
Frontier orbital gap in eV: 8.2
Highest occupied orbital energy in eV: -8.64

---

It is *i* that is the most stable of them.

---

*i*
Density functional theory data (ωB97M-V/def2-TZVPD) for a cluster of 2 separate species, C3H4NO2 in total.

The geometry in XYZ format:
```
10
Properties=species:S:1:pos:R:3
C 2.276 -0.003 -0.154
C 1.326 -0.861 -0.314
C 0.597 0.147 0.557
N -0.083 1.162 0.121
O -1.779 0.653 -0.505
O 3.260 0.693 -0.161
H -1.494 0.597 -1.418
H 1.018 -1.789 -0.939
H 0.292 -0.173 1.517
H 0.497 1.698 -0.665
```

Charge: -1
Frontier orbital gap (alpha / beta) in eV: 7.2 / 7.2
Highest occupied orbital energy (alpha / beta) in eV: -3.01 / -3.01

---

*ii*
Density functional theory data (ωB97M-V/def2-TZVPD) for a cluster of 2 separate species, C3H4NO2 in total.

The geometry in XYZ format:
```
10
Properties=species:S:1:pos:R:3
C -0.367 1.598 -1.312
C -0.229 0.491 -0.639
C 0.579 0.475 0.488
N 0.071 -1.750 1.532
O 0.313 -2.002 2.716
O -0.539 -2.543 0.813
H -0.953 1.721 -2.254
H 0.379 2.465 -1.057
H -0.774 -0.394 -0.726
H 1.520 -0.061 0.439
```

Charge: -1
Frontier orbital gap (alpha / beta) in eV: 7.6 / 7.6
Highest occupied orbital energy (alpha / beta) in eV: -3.63 / -3.62

---

It is *i* that is the most stable of them.

---

*i*
Density functional theory data (ωB97M-V/def2-TZVPD) for a cluster of 2 separate species, C14H16O in total.

The geometry in XYZ format:
```
31
Properties=species:S:1:pos:R:3
C -3.072 2.928 -1.301
C -2.311 1.790 -1.923
C -2.544 1.399 -3.231
C -1.822 0.354 -3.796
C -0.833 -0.278 -3.058
O -0.113 -1.277 -3.667
C -0.607 0.083 -1.737
C -1.318 1.136 -1.189
H -3.082 2.935 -0.212
H -4.109 2.997 -1.636
H -2.640 3.893 -1.590
H -3.369 1.839 -3.776
H -1.971 -0.057 -4.783
H 0.456 -1.712 -3.002
H 0.235 -0.356 -1.220
H -1.152 1.413 -0.151
C 0.502 -2.458 1.271
C 1.435 -1.577 2.055
C 2.680 -1.204 1.526
C 3.554 -0.423 2.256
C 3.199 0.060 3.514
C 1.963 -0.278 4.043
C 1.095 -1.086 3.303
H 0.412 -2.190 0.222
H -0.511 -2.498 1.663
H 0.878 -3.473 1.324
H 3.006 -1.609 0.572
H 4.514 -0.111 1.850
H 3.833 0.773 4.024
H 1.556 0.268 4.883
H 0.134 -1.281 3.765
```

Charge: 0
Frontier orbital gap in eV: 9.0
SMILES: Cc1ccc(O)cc1.Cc1ccccc1
Highest occupied orbital energy in eV: -8.38

---

*ii*
Density functional theory data (ωB97M-V/def2-TZVPD) for a cluster of 2 separate species, C14H16O in total.

The geometry in XYZ format:
```
31
Properties=species:S:1:pos:R:3
C 1.030 2.337 3.034
C 1.435 1.819 1.687
C 0.917 0.708 1.035
C 1.088 0.460 -0.307
C 1.951 1.250 -1.064
O 2.040 1.185 -2.409
C 2.542 2.283 -0.373
C 2.351 2.646 0.962
H 1.944 2.621 3.576
H 0.425 1.669 3.650
H 0.546 3.323 3.032
H 0.364 0.028 1.680
H 0.693 -0.419 -0.817
H 2.092 0.315 -2.818
H 3.152 2.997 -0.926
H 2.745 3.573 1.345
C -2.823 -0.415 0.483
C -1.997 -1.368 -0.334
C -2.177 -1.256 -1.726
C -1.593 -2.196 -2.563
C -0.613 -3.018 -1.964
C -0.435 -3.150 -0.621
C -1.215 -2.307 0.239
H -3.863 -0.128 0.319
H -2.267 0.450 0.857
H -3.052 -0.815 1.500
H -2.692 -0.495 -2.290
H -1.894 -2.232 -3.601
H 0.032 -3.573 -2.646
H 0.369 -3.758 -0.230
H -1.094 -2.536 1.291
```

Charge: 0
Frontier orbital gap in eV: 9.1
SMILES: Cc1ccc(O)cc1.Cc1ccccc1
Highest occupied orbital energy in eV: -8.30

---

It is *i* that is the most stable of them.